# H28NO12

A cluster of 13 separate species, H28NO12 in total at a distorted geometry (wB97M-V/def2-TZVPD, the OMol25 dataset).

Properties
Molar mass, g mol⁻¹: 234.22
E_HOMO, Ha: -0.497
ΔE to the lowest compared entry with this formula, charge and spin, kJ/mol: 353.0

ORCA input file:
```
! RIJCOSX wB97M-V def2-TZVPD def2/J DEFGRID3
* xyz 1 1
N 0.015 0.212 0.073
H 0.484 0.019 1.016
H -0.793 0.557 0.422
H -0.149 -0.398 -0.738
H 0.529 0.988 -0.303
O 2.317 0.889 2.959
H 1.603 1.007 3.750
H 3.099 1.074 3.299
O -2.338 1.932 -1.074
H -2.729 1.686 -1.872
H -2.963 1.493 -0.555
O -0.362 -2.505 -1.112
H 0.349 -2.704 -0.600
H 0.199 -2.319 -1.825
O 1.284 -3.217 0.789
H 1.666 -2.322 0.750
H 1.913 -3.712 0.267
O -3.482 -0.430 0.174
H -3.271 -0.702 1.010
H -3.347 -1.348 -0.200
O -0.841 -0.035 2.748
H -1.492 -0.512 2.981
H -0.199 -0.306 3.477
O 2.580 0.257 -1.242
H 2.536 -0.172 -0.373
H 3.401 0.280 -1.668
O 0.736 2.995 -2.267
H 1.152 3.395 -1.455
H -0.092 3.523 -2.216
O 0.029 -0.218 -3.234
H 0.388 0.501 -3.557
H 0.299 -0.901 -3.842
O 2.240 -0.665 1.319
H 3.199 -1.041 1.175
H 2.209 0.120 1.832
O -0.465 3.177 1.190
H -1.330 3.570 1.630
H 0.021 3.974 1.243
O -3.001 -2.787 -0.955
H -3.406 -2.739 -1.841
H -2.006 -2.633 -1.170
*
```